No. 1
Computed, not measured: a 2-piece molecular cluster, C2H8N3 overall, with ωB97M-V with the def2-TZVPD basis set.

Last column: Löwdin charge in e.
Positions of all 13 atoms, in Å:
C (1.451, -1.174, -1.774)  -0.043
N (0.287, -0.648, -1.797)  0.004
H (2.276, -0.603, -1.358)  0.079
H (1.528, -2.146, -2.262)  0.085
H (-0.384, -1.273, -2.237)  0.073
H (-2.215, 0.189, 1.059)  0.150
N (-0.114, 1.136, 0.225)  0.106
C (-0.391, 0.789, 1.507)  -0.158
N (-1.544, 0.262, 1.810)  0.225
H (0.298, 0.494, -0.522)  0.058
H (0.163, 2.105, 0.312)  0.115
H (0.241, 1.101, 2.336)  0.154
H (-1.597, -0.232, 2.700)  0.153

Output
Calculated total energy (eV): -6666.1466
Net charge: +1
Highest occupied orbital energy (eV): -14.6
Gap between HOMO and LUMO (eV): 10.11

---

No. 2
Computed, not measured: a 2-piece molecular cluster, C2H8N3 overall, with ωB97M-V with the def2-TZVPD basis set.

Last column: Löwdin charge in e.
Positions of all 13 atoms, in Å:
C (1.826, 0.077, 1.350)  -0.069
N (0.607, 0.453, 1.454)  0.015
H (2.399, -0.425, 0.624)  0.045
H (2.628, 0.431, 2.150)  0.120
H (0.285, 0.975, 2.248)  0.066
H (-0.972, 0.872, 0.263)  0.069
N (-0.123, -0.891, -1.350)  0.187
C (-1.346, -0.421, -1.232)  -0.097
N (-1.482, 0.858, -0.637)  0.122
H (0.633, -0.413, -0.781)  0.123
H (0.092, -1.759, -1.880)  0.163
H (-2.204, -1.040, -1.272)  0.146
H (-2.344, 1.283, -0.937)  0.110

Output
Calculated total energy (eV): -6665.7698
Net charge: +1
Highest occupied orbital energy (eV): -14.5
Gap between HOMO and LUMO (eV): 9.84

---

No. 3
Computed, not measured: a 2-piece molecular cluster, C2H8N3O overall, with ωB97M-V with the def2-TZVPD basis set.

Last column: Löwdin charge in e.
Positions of all 14 atoms, in Å:
C (-1.096, -1.075, -1.275)  -0.326
N (-0.547, -2.097, -1.923)  0.174
O (-0.587, -0.489, -0.320)  -0.056
H (-2.101, -0.784, -1.600)  0.148
H (-1.052, -2.692, -2.545)  0.116
H (0.189, -2.585, -1.439)  0.124
N (-0.061, 1.927, 0.684)  0.176
C (0.967, 1.519, 1.399)  -0.164
N (1.293, 0.256, 1.452)  0.179
H (-0.692, 1.219, 0.293)  0.097
H (-0.349, 2.896, 0.756)  0.140
H (1.531, 2.228, 1.988)  0.159
H (1.968, -0.132, 2.082)  0.135
H (0.715, -0.430, 0.948)  0.096

Output
Calculated total energy (eV): -8716.4329
Net charge: +1
Highest occupied orbital energy (eV): -14.8
Gap between HOMO and LUMO (eV): 11.93